[1]
This record from the OMol25 dataset describes C4H9NO as an isolated structure at a distorted geometry. The level of theory is ωB97M-V/def2-TZVPD.

Values from the calculation:
LUMO (alpha / beta) = -0.22 / -0.22 eV
HOMO-LUMO gap (alpha / beta) = 9.0 / 9.0 eV
E_HOMO (alpha / beta) = -9.238 / -9.235 eV
ΔE to the lowest compared entry with this formula, charge and spin = 617.7 kJ/mol

```
15
Properties=species:S:1:pos:R:3:mulliken_charge:R:1
C 0.393 1.048 0.693 -0.3088
C -0.714 -2.313 0.081 -0.7140
C 1.510 1.036 -0.306 -0.8446
C -1.230 1.264 -0.399 -0.0093
O -0.629 -0.923 -0.015 -0.3308
N -1.805 0.272 -0.789 -0.3922
H -1.406 2.327 -0.491 0.4237
H 0.186 2.016 1.144 0.3358
H 0.480 0.310 1.478 0.2373
H 0.245 -2.785 -0.185 0.2550
H -1.462 -2.679 -0.636 0.2448
H -1.016 -2.639 1.087 0.2610
H 2.456 1.270 0.197 0.3031
H 1.361 1.751 -1.118 0.2963
H 1.632 0.044 -0.743 0.2426
```

[2]
This record from the OMol25 dataset describes a 2-piece molecular cluster, C4H9NO overall at a distorted geometry. The level of theory is ωB97M-V/def2-TZVPD.

Values from the calculation:
LUMO = 0.93 eV
HOMO-LUMO gap = 10.4 eV
structure (SMILES) = CCOC.C#N
E_HOMO = -9.443 eV
ΔE to the lowest compared entry with this formula, charge and spin = 340.8 kJ/mol

```
15
Properties=species:S:1:pos:R:3:mulliken_charge:R:1
C -0.226 -1.812 -0.877 -1.0556
C 0.525 -0.777 -0.007 -0.3972
O 0.061 0.661 -0.252 -0.3540
C 0.839 1.777 0.203 -0.7914
H -0.671 -1.313 -1.739 0.2832
H 0.478 -2.568 -1.261 0.3332
H -1.028 -2.351 -0.356 0.3117
H 1.548 -0.684 -0.335 0.4670
H 0.506 -1.128 1.045 0.3349
H 0.319 2.735 -0.011 0.2846
H 1.782 1.809 -0.343 0.3125
H 1.030 1.766 1.286 0.3531
C -1.616 0.646 0.811 0.2242
N -1.710 -0.435 1.225 -0.5627
H -1.838 1.675 0.611 0.2563
```

[3]
This record from the OMol25 dataset describes the molecule C4H9NO. The level of theory is ωB97M-V/def2-TZVPD.

Values from the calculation:
LUMO = 1.16 eV
HOMO-LUMO gap = 10.7 eV
structure (SMILES) = CCO/C=N/C
E_HOMO = -9.522 eV
ΔE to the lowest compared entry with this formula, charge and spin = 150.4 kJ/mol

```
15
Properties=species:S:1:pos:R:3:mulliken_charge:R:1
C -2.434 -0.074 -0.302 -1.0309
C -1.273 -0.690 0.448 -0.1807
O -0.561 0.358 1.140 -0.3289
C 0.710 0.589 0.749 0.0808
N 1.286 -0.133 -0.105 -0.4207
C 2.620 0.168 -0.567 -0.8154
H -2.995 0.595 0.356 0.2760
H -2.083 0.486 -1.177 0.2699
H -3.104 -0.865 -0.653 0.3413
H -1.597 -1.395 1.219 0.2888
H -0.611 -1.208 -0.248 0.3009
H 1.132 1.472 1.264 0.3622
H 3.020 -0.711 -1.084 0.2598
H 3.308 0.417 0.249 0.2967
H 2.582 0.990 -1.288 0.3002
```

Repeat the second record exactly.
This record from the OMol25 dataset describes a 2-piece molecular cluster, C4H9NO overall at a distorted geometry. The level of theory is ωB97M-V/def2-TZVPD.

Values from the calculation:
LUMO = 0.93 eV
HOMO-LUMO gap = 10.4 eV
structure (SMILES) = CCOC.C#N
E_HOMO = -9.443 eV
ΔE to the lowest compared entry with this formula, charge and spin = 340.8 kJ/mol

```
15
Properties=species:S:1:pos:R:3:mulliken_charge:R:1
C -0.226 -1.812 -0.877 -1.0556
C 0.525 -0.777 -0.007 -0.3972
O 0.061 0.661 -0.252 -0.3540
C 0.839 1.777 0.203 -0.7914
H -0.671 -1.313 -1.739 0.2832
H 0.478 -2.568 -1.261 0.3332
H -1.028 -2.351 -0.356 0.3117
H 1.548 -0.684 -0.335 0.4670
H 0.506 -1.128 1.045 0.3349
H 0.319 2.735 -0.011 0.2846
H 1.782 1.809 -0.343 0.3125
H 1.030 1.766 1.286 0.3531
C -1.616 0.646 0.811 0.2242
N -1.710 -0.435 1.225 -0.5627
H -1.838 1.675 0.611 0.2563
```